1.
{"formula": "H14O7", "method": "wB97M-V/def2-TZVPD", "elements": ["O", "H", "H", "O", "H", "H", "O", "H", "H", "O", "H", "H", "O", "H", "H", "O", "H", "H", "O", "H", "H"], "positions_angstrom": [[1.48569, -0.90326, 1.74122], [2.18608, -1.53906, 1.53973], [1.70917, -0.55656, 2.61477], [3.20289, -1.06850, -2.29184], [2.23792, -1.01993, -2.28522], [3.46209, -0.59684, -3.08990], [-1.28812, 2.84950, 2.18072], [-1.75137, 2.21328, 1.61092], [-0.55850, 3.17492, 1.64395], [-0.21005, -0.72501, -3.05187], [0.21094, -0.04425, -3.58620], [-0.03705, -0.45344, -2.11689], [-1.02813, -2.25800, 2.32484], [-0.27699, -1.70273, 2.05284], [-1.17166, -2.86044, 1.58767], [-2.58200, 1.49115, 0.01985], [-2.88193, 1.08830, -0.80391], [-3.34299, 1.98936, 0.34747], [0.15717, 0.25599, -0.53259], [-0.17290, 0.97981, 0.01053], [0.64974, -0.31429, 0.08391]], "atomic_forces_ev_per_a": [[0.33, -0.16, 0.11], [-0.11, 0.08, 0.02], [-0.09, 0.05, -0.14], [-0.12, 0.07, 0.05], [0.06, -0.06, -0.12], [0.00, -0.05, 0.05], [-0.07, -0.23, -0.09], [0.37, 0.20, 0.19], [-0.10, 0.05, 0.01], [0.40, 0.02, 0.55], [-0.10, 0.00, 0.02], [-0.41, 0.07, -0.75], [0.18, 0.12, -0.11], [-0.25, -0.30, 0.08], [-0.02, 0.07, 0.05], [-0.33, 0.17, -0.03], [0.16, -0.07, 0.11], [0.06, -0.09, -0.17], [0.38, -0.27, 0.33], [-0.19, -0.10, -0.12], [-0.15, 0.43, -0.03]], "smiles": "O.O.O.O.O.O.O", "total_charge": 0, "homo_energy_ev": -11.10, "homo_lumo_gap_ev": 11.273, "energy_ev": -14559.939}

=====

2.
{"formula": "H14O7", "method": "wB97M-V/def2-TZVPD", "elements": ["O", "H", "H", "O", "H", "H", "O", "H", "H", "O", "H", "H", "O", "H", "H", "O", "H", "H", "O", "H", "H"], "positions_angstrom": [[2.80640, 0.44809, 0.86311], [2.36395, -0.09337, 1.54204], [3.56999, -0.00591, 0.52053], [0.72679, 0.16399, -0.81451], [0.16497, 0.90498, -0.70819], [1.45684, 0.33503, -0.19269], [-3.10432, 0.67444, -0.80371], [-3.92570, 1.06034, -0.44406], [-2.32739, 1.21243, -0.59583], [-0.95602, 2.21661, 0.59651], [-0.30675, 2.80896, 1.00500], [-1.07916, 1.42480, 1.15612], [-0.85828, -2.03715, -1.14888], [-0.42917, -1.21926, -0.84169], [-1.58026, -2.12826, -0.54343], [-1.04868, -0.04332, 1.85334], [-1.98716, 0.02546, 2.02105], [-0.55232, 0.04396, 2.62540], [2.16570, -2.15957, -2.29293], [2.07342, -1.20078, -2.18642], [2.82713, -2.43148, -1.61077]], "atomic_forces_ev_per_a": [[-0.75, 0.40, 0.76], [0.73, 0.04, -0.46], [0.35, -0.50, 0.07], [1.06, -0.93, -0.19], [-1.05, 1.40, 0.09], [-0.08, -0.07, -0.29], [-0.50, -0.39, 0.18], [1.04, 0.12, -0.21], [-0.61, 0.38, 0.08], [0.03, 0.67, -0.36], [-0.35, -0.37, -0.11], [0.61, 0.26, 0.00], [0.39, 0.15, -0.07], [0.27, -0.26, -0.34], [-0.79, -0.21, 0.37], [-0.83, -0.50, -2.23], [-0.33, -0.28, 0.51], [0.80, 0.13, 2.25], [1.13, -0.13, 0.79], [-0.24, -0.26, 0.07], [-0.90, 0.36, -0.90]], "smiles": "O.O.O.O.O.O.O", "total_charge": 0, "homo_energy_ev": -9.82, "homo_lumo_gap_ev": 9.514, "energy_ev": -14559.481}

=====

3.
{"formula": "H14O7", "method": "wB97M-V/def2-TZVPD", "elements": ["O", "H", "H", "O", "H", "H", "O", "H", "H", "O", "H", "H", "O", "H", "H", "O", "H", "H", "O", "H", "H"], "positions_angstrom": [[0.91729, 1.64571, 0.51348], [0.61163, 1.00904, 1.12162], [1.33225, 1.22864, -0.29662], [-1.12891, -1.37128, -1.52015], [-0.87132, -0.39779, -1.68401], [-0.53439, -1.91304, -2.04235], [-2.75990, -0.11109, 0.19283], [-2.37732, 0.65083, -0.18661], [-2.16157, -0.92410, -0.02375], [-0.89268, -0.22430, 1.98540], [-1.10152, 0.18620, 2.84841], [-1.63445, 0.10004, 1.53280], [1.39213, -1.67606, 0.50362], [1.04805, -1.63960, -0.35489], [0.55159, -1.86565, 1.14252], [-0.99146, 1.39649, -1.12943], [-0.38319, 1.52401, -0.32318], [-1.38648, 2.05612, -1.76160], [3.31668, 0.08832, -0.52491], [2.97676, -0.38097, 0.23336], [4.07683, 0.61846, -0.22653]], "atomic_forces_ev_per_a": [[0.82, 1.39, -2.52], [-0.28, -2.00, 1.24], [-0.05, 0.16, 1.79], [0.81, 1.57, -0.32], [-0.60, -1.61, 0.33], [0.01, -0.07, -0.19], [-0.28, -3.49, 1.17], [0.98, 1.09, -1.32], [-1.58, 2.36, 0.01], [1.99, 0.21, 2.67], [0.72, -0.61, -0.12], [-2.32, 0.26, -2.07], [-1.86, -0.81, 4.46], [-1.10, 0.03, -1.91], [2.93, 0.92, -2.45], [-0.99, -0.48, -1.33], [-0.39, 1.58, -1.16], [1.32, -0.48, 1.80], [0.61, 0.79, -0.55], [-0.21, -0.42, 0.55], [-0.55, -0.39, -0.09]], "smiles": "O.O.O.O.O.O.O", "total_charge": 0, "homo_energy_ev": -10.95, "homo_lumo_gap_ev": 11.321, "energy_ev": -14559.444}

=====

4.
{"formula": "H14O7", "method": "wB97M-V/def2-TZVPD", "elements": ["O", "H", "H", "O", "H", "H", "O", "H", "H", "O", "H", "H", "O", "H", "H", "O", "H", "H", "O", "H", "H"], "positions_angstrom": [[-1.72861, 2.86208, -0.75060], [-1.42155, 3.46848, -1.42456], [-0.95925, 2.33597, -0.53260], [1.22471, -1.18640, 3.16484], [0.71703, -1.97299, 2.96546], [1.50685, -0.85989, 2.31042], [-2.04457, -3.39702, -1.53958], [-1.28423, -3.28053, -0.96991], [-2.43827, -2.52633, -1.59540], [-0.17771, -0.49205, -0.57937], [0.62479, -0.98604, -0.74724], [0.08293, 0.18373, 0.04641], [-2.66035, -0.56739, -1.70468], [-2.76732, 0.30586, -2.08182], [-1.82931, -0.52435, -1.23165], [2.97325, -0.24928, 0.78956], [2.68354, 0.65823, 0.88292], [3.87068, -0.18236, 0.46340], [1.04529, 1.78346, 0.87465], [1.16763, 2.43294, 1.56707], [1.41447, 2.19389, 0.09269]], "atomic_forces_ev_per_a": [[-0.28, -0.40, -0.09], [-0.01, 0.31, -0.22], [0.27, -0.02, 0.27], [-0.23, 0.14, 0.16], [-0.11, -0.25, 0.11], [0.44, 0.05, -0.25], [-0.22, -0.56, -0.60], [0.94, -0.14, 0.73], [-1.01, 1.13, -0.18], [-0.68, -0.36, -0.41], [0.43, -0.12, -0.11], [0.16, 0.45, 0.65], [-0.94, -1.40, -0.26], [-0.36, 0.89, -0.51], [1.81, 0.28, 0.98], [-0.21, -0.27, -0.27], [-0.22, 0.28, 0.20], [0.35, -0.23, 0.00], [-0.13, -0.32, -0.35], [-0.18, 0.22, 0.48], [0.18, 0.30, -0.33]], "multiplicity": 2, "total_charge": 1, "homo_energy_ev": [-13.87, -13.78], "s_squared": 0.7578, "homo_lumo_gap_ev": [10.218, 2.405], "energy_ev": -14548.915}

=====

5.
{"formula": "H15LiO8", "method": "wB97M-V/def2-TZVPD", "elements": ["Li", "O", "H", "O", "H", "H", "O", "H", "H", "O", "H", "H", "O", "H", "H", "O", "H", "H", "O", "H", "H", "O", "H", "H"], "positions_angstrom": [[-0.14971, -0.36983, 0.48246], [-0.37471, -0.21783, -1.52254], [0.37829, -0.59183, -1.96354], [-0.45271, 0.96117, 1.29846], [-1.21971, 1.49517, 1.35046], [0.28429, 1.57717, 0.98046], [-1.53171, -1.90383, 0.94346], [-1.42471, -2.82283, 1.09846], [-2.43771, -1.73583, 0.84246], [0.48629, -0.98783, 3.23046], [0.78629, -1.74583, 2.63146], [-0.44071, -1.04183, 3.51946], [1.91729, -0.81583, 0.35146], [2.52029, -1.29583, -0.08954], [2.01929, 0.05117, 0.03046], [0.40829, 1.78117, -2.36654], [0.24429, 0.76917, -2.12654], [0.78229, 1.65517, -3.21654], [1.95329, 1.32817, -0.06154], [2.77329, 1.60317, -0.25654], [1.30329, 1.42017, -0.86454], [-2.79371, 0.16317, -1.18054], [-2.00071, -0.13583, -1.37654], [-3.03071, 0.86017, -1.73454]], "atomic_forces_ev_per_a": [[0.40, -3.14, -2.02], [0.69, -1.12, 0.90], [0.28, -1.82, -0.02], [1.87, 3.12, 0.72], [-1.26, 0.78, -0.02], [-1.21, -0.99, 0.82], [2.00, 0.94, 0.27], [0.09, -1.21, 0.11], [-2.04, 0.44, -0.45], [0.81, -1.06, -0.70], [-1.24, 1.57, 1.43], [0.61, -0.59, -0.66], [-3.38, -3.14, 3.76], [3.03, -3.23, -2.22], [0.29, 1.93, -0.34], [0.89, 0.61, 0.64], [-1.89, 1.38, 0.65], [0.78, 0.59, -1.51], [-5.93, 2.04, -0.56], [4.43, 2.12, -1.41], [1.47, 0.70, 0.45], [-6.96, 0.63, 3.59], [6.55, -2.12, -2.03], [-0.28, 1.57, -1.39]], "total_charge": 0, "homo_energy_ev": -9.00, "homo_lumo_gap_ev": 9.112, "energy_ev": -16827.994}

=====

The calculation returns the following max |F| values, one per record and in order: 0.86 2.43 4.90 2.08 7.86 eV/Å.
The calculation returns the following relative energy (zero: lowest compared OMol25 entry of this formula, charge and spin) values, one per record and in order: 1.523 1.980 2.017 1.093 1.968 eV.
The calculation returns the following M values, one per record and in order: 126.10 126.10 126.10 126.10 150.05 u.